C31H29MoO3S3Sb2Te as an isolated structure. Source: the OMol25 dataset; level of theory: ωB97M-V/def2-TZVPD.

Its multiplicity is 1. As for the total charge: +3. The calculated total energy is -93458.446 eV.

Each line ends with the Löwdin charge.
CARTESIAN COORDINATES (ANGSTROEM)
Mo (-0.343, -1.210, 0.402)  0.39
C (-1.886, -4.110, 1.272)  -0.28
C (-1.678, -2.777, 2.007)  -0.41
C (-0.290, -2.567, 2.595)  -0.33
Sb (0.367, -0.387, 2.846)  1.67
C (2.401, -0.286, 3.277)  -0.42
C (2.999, -1.356, 3.946)  -0.12
C (4.358, -1.294, 4.219)  -0.04
C (5.093, -0.180, 3.828)  -0.02
C (4.481, 0.878, 3.166)  -0.03
C (3.124, 0.837, 2.882)  -0.11
C (-0.838, 0.525, 4.254)  -0.35
C (-0.120, 1.036, 5.340)  -0.10
C (-0.810, 1.647, 6.374)  -0.03
C (-2.194, 1.742, 6.319)  -0.01
C (-2.899, 1.227, 5.233)  -0.03
C (-2.230, 0.613, 4.190)  -0.10
Sb (-0.799, -3.781, -0.550)  1.56
C (-1.952, -3.961, -2.279)  -0.39
C (-1.662, -5.003, -3.156)  -0.11
C (-2.447, -5.155, -4.290)  -0.04
C (-3.497, -4.279, -4.534)  -0.02
C (-3.775, -3.241, -3.651)  -0.04
C (-2.999, -3.073, -2.516)  -0.13
C (0.858, -5.069, -0.656)  -0.46
C (1.786, -4.861, -1.678)  -0.20
C (2.896, -5.689, -1.767)  -0.05
C (3.074, -6.713, -0.842)  -0.03
C (2.146, -6.916, 0.169)  -0.04
C (1.029, -6.093, 0.267)  -0.11
H (-2.937, -4.244, 1.016)  0.09
H (-1.566, -4.972, 1.853)  0.08
H (-2.447, -2.577, 2.759)  0.14
H (-2.037, -1.973, 1.254)  0.06
H (0.462, -3.267, 2.231)  0.04
H (-0.348, -2.706, 3.680)  0.10
H (2.428, -2.218, 4.271)  0.11
H (4.836, -2.106, 4.748)  0.13
H (6.150, -0.132, 4.054)  0.13
H (5.059, 1.747, 2.880)  0.13
H (2.649, 1.667, 2.375)  0.11
H (0.962, 0.973, 5.382)  0.10
H (-0.266, 2.052, 7.217)  0.13
H (-2.732, 2.224, 7.124)  0.13
H (-3.976, 1.313, 5.198)  0.13
H (-2.786, 0.237, 3.344)  0.10
H (-0.853, -5.697, -2.963)  0.10
H (-2.240, -5.963, -4.978)  0.13
H (-4.105, -4.406, -5.419)  0.13
H (-4.596, -2.565, -3.847)  0.12
H (-3.219, -2.259, -1.833)  0.09
H (1.637, -4.086, -2.426)  0.11
H (3.610, -5.550, -2.568)  0.12
H (3.936, -7.362, -0.920)  0.13
H (2.280, -7.722, 0.877)  0.13
H (0.303, -6.277, 1.050)  0.10
Te (2.098, -1.891, 0.097)  1.29
C (3.236, -0.464, -0.773)  -0.95
C (2.983, 0.820, -1.237)  -0.20
C (4.121, 1.418, -1.779)  -0.11
C (5.226, 0.590, -1.729)  -0.33
S (4.902, -0.902, -1.019)  1.01
H (2.024, 1.308, -1.158)  0.06
H (4.151, 2.418, -2.185)  0.13
H (6.222, 0.817, -2.080)  0.10
O (-1.522, 2.664, 0.357)  -0.19
S (-0.923, 1.400, 0.471)  0.30
O (-1.715, 0.273, 1.121)  -0.58
O (0.397, 1.299, 1.212)  -0.52
S (-0.488, 0.242, -1.287)  0.50

Forces on atoms 1 to 3 (eV/Å):
Mo -0.3 -0.6 0.6
C 0.0 0.1 -0.1
C -0.2 0.1 -0.2